{
  "formula": "C17H32Cl2O2P2V",
  "method": "the ωB97M-V functional and the def2-TZVPD basis",
  "lumo_energy_ev": [-1.78, -1.02],
  "charge": 0,
  "multiplicity": 4,
  "e_homo_ev": [-7.20, -8.02],
  "species": ["P", "P", "C", "C", "H", "H", "H", "H", "C", "H", "H", "H", "C", "H", "H", "H", "C", "H", "H", "H", "C", "H", "H", "H", "V", "C", "C", "C", "C", "C", "C", "C", "C", "C", "H", "H", "H", "H", "H", "H", "H", "H", "H", "H", "H", "H", "H", "H", "H", "Cl", "C", "Cl", "C", "O", "O", "H"],
  "xyz": [[-0.291897, -0.037262, -2.093227], [-0.472650, -1.591474, 0.891232], [-1.665148, -1.298190, -1.587807], [-1.831864, -1.223080, -0.145271], [-1.321000, -2.242286, -2.035790], [-2.577812, -0.929383, -2.077919], [-1.631501, 0.906561, 1.219214], [-2.851608, -1.232950, 0.262240], [0.051636, -3.339377, 0.858902], [1.092335, -3.366113, 1.215152], [-0.001392, -3.653605, -0.186458], [-0.613186, -3.920192, 1.515499], [-1.552658, -1.842832, 2.496522], [-2.342256, -2.572542, 2.239939], [-2.054656, -0.963636, 2.922628], [-0.961832, -2.267634, 3.318440], [0.177714, -0.366018, -3.854732], [0.831681, 0.418141, -4.262691], [-0.782528, -0.461585, -4.381741], [0.727219, -1.333877, -3.948977], [-1.635478, 1.181154, -2.394244], [-2.149529, 1.442999, -1.455712], [-2.373160, 0.664081, -3.039405], [-1.345522, 2.093662, -2.927064], [1.813468, -0.633634, -2.300866], [-0.190900, 0.904696, 3.685309], [0.484923, 0.331305, 2.661523], [0.815516, 0.967207, 1.311547], [0.388077, 2.455934, 0.954990], [-1.032560, 2.721694, 0.704666], [-2.041774, 1.921584, 1.421971], [-2.167418, 2.302820, 2.917313], [-0.822015, 2.222109, 3.665025], [3.215598, -0.485696, -4.064500], [-0.362269, 0.350180, 4.598590], [0.878260, -0.689130, 2.762361], [0.398939, 0.354157, 0.446156], [1.909010, 0.902259, 1.101119], [1.001803, 3.126006, 1.581368], [0.788922, 2.574253, -0.056554], [-1.260596, 3.110913, -0.318678], [-3.057379, 2.015219, 0.987024], [-2.950627, 1.716973, 3.409986], [-2.457226, 3.364906, 2.970231], [-0.207576, 2.974705, 3.178399], [-1.010452, 2.526560, 4.700626], [4.034213, 0.215052, -3.747728], [2.737550, -0.091844, -5.009064], [3.634090, -1.517272, -4.238863], [4.967739, -1.553627, -1.577603], [3.432635, -1.030028, -0.998327], [2.117087, 1.722463, -2.098212], [2.599856, -2.055014, -0.275755], [2.851653, -2.447589, 0.867732], [1.579913, -2.370997, -1.075589], [3.486632, 0.029275, -0.712926]],
  "forces_ev_per_angstrom": [[-4.8, 0.1, 0.0], [-2.2, -1.4, 2.5], [0.8, 0.6, -1.5], [-0.2, -1.5, 0.5], [-0.3, -0.2, 0.4], [0.4, -0.6, -0.1], [-0.9, 0.1, 0.8], [0.4, 0.4, -0.2], [-0.5, -0.7, -0.1], [-0.6, -0.2, -0.2], [0.1, -0.4, 0.4], [0.2, 0.0, -0.4], [-0.1, 0.0, -0.4], [0.4, 0.2, 0.0], [0.3, 0.0, -0.5], [0.1, 0.1, -0.3], [-1.0, -0.6, -0.4], [-0.6, -0.1, 0.0], [0.6, -0.1, -0.2], [-0.4, 0.1, -0.4], [-0.1, 1.1, -0.4], [0.4, -0.1, -0.3], [0.5, 0.3, 0.3], [0.2, -0.1, 0.3], [4.8, -0.2, 0.8], [1.0, -1.4, -1.3], [0.1, 0.9, 0.3], [-0.2, 0.9, -1.2], [1.9, -0.9, -0.6], [-0.7, 0.7, -0.8], [-0.5, 0.0, 0.0], [0.3, 0.0, -0.2], [-0.9, 1.2, 0.1], [-0.1, -0.1, 0.2], [0.2, -0.4, 0.0], [0.0, 0.6, 0.3], [0.6, 1.0, 1.4], [-0.5, 0.1, 0.5], [-0.6, 0.2, 0.0], [0.6, 0.1, 0.3], [0.1, -0.1, 1.2], [0.6, -0.2, 0.0], [0.1, -0.1, -0.1], [-0.2, -0.3, -0.1], [0.2, 0.0, 0.4], [0.1, 0.2, -0.2], [-0.8, -0.8, -0.3], [0.5, -0.5, 1.0], [-0.4, 0.9, 0.2], [0.2, -0.3, 0.1], [-0.1, 0.8, -0.8], [0.0, -0.6, -0.2], [0.3, -0.4, 1.5], [-0.5, 0.5, -2.3], [1.0, 1.7, -0.7], [0.0, -0.5, 0.6]]
}

=====

{
  "formula": "C17H32N2O7Y",
  "method": "the ωB97M-V functional and the def2-TZVPD basis",
  "lumo_energy_ev": 2.57,
  "charge": -1,
  "multiplicity": 1,
  "e_homo_ev": -1.82,
  "species": ["Y", "C", "C", "O", "C", "C", "O", "C", "C", "O", "C", "C", "O", "H", "H", "H", "H", "H", "H", "H", "H", "H", "H", "H", "H", "H", "H", "H", "H", "N", "C", "C", "O", "N", "C", "C", "O", "O", "H", "H", "H", "H", "H", "H", "C", "C", "C", "C", "C", "H", "H", "H", "H", "H", "H", "H", "H", "H", "H"],
  "xyz": [[-0.274732, 0.781079, -0.488976], [2.620811, 0.122436, 1.955989], [3.109788, -0.704545, 0.803995], [2.159811, -0.712595, -0.255572], [1.833916, -2.008769, -0.770576], [1.004291, -2.794990, 0.204338], [-0.204368, -2.092064, 0.370057], [-1.007920, -2.532852, 1.437936], [-1.885348, -1.366399, 1.804795], [-1.067216, -0.266457, 2.147208], [-0.591549, -0.241478, 3.478300], [0.835662, 0.240052, 3.489451], [1.623401, -0.594246, 2.656733], [2.196188, 1.054893, 1.569777], [3.463014, 0.378305, 2.613807], [3.321011, -1.724764, 1.136188], [4.045172, -0.268324, 0.434062], [2.745974, -2.558376, -1.032610], [1.221164, -1.800161, -1.656041], [1.497349, -2.899192, 1.179712], [0.825871, -3.798992, -0.203959], [-0.373306, -2.815495, 2.287793], [-1.613071, -3.402584, 1.150369], [-2.576443, -1.621143, 2.614177], [-2.475337, -1.052410, 0.941025], [-0.659395, -1.237441, 3.930539], [-1.205137, 0.454563, 4.061153], [1.213552, 0.221908, 4.519558], [0.870773, 1.270389, 3.128071], [1.765698, 2.292492, -1.461704], [2.438759, 3.017440, -0.370922], [1.449981, 3.488958, 0.691726], [1.692421, 4.537932, 1.305873], [0.421695, 2.658876, 0.837180], [-0.614204, 3.083741, 1.769303], [-1.958846, 2.371594, 1.573281], [-2.788080, 2.488653, 2.467622], [-2.128786, 1.708761, 0.467959], [1.202880, 2.942348, -1.999958], [2.442706, 1.877245, -2.088101], [3.152927, 2.332581, 0.095227], [2.997693, 3.896876, -0.696661], [-0.317699, 2.943906, 2.813723], [-0.801729, 4.158224, 1.673053], [-1.469273, -1.873677, -4.126218], [-1.751044, -0.693246, -3.177418], [-2.774394, -1.169494, -2.135732], [-2.416924, 0.408502, -4.019094], [-0.477470, -0.219825, -2.471923], [-2.383022, -2.262370, -4.601688], [-0.993700, -2.689963, -3.573681], [-0.781700, -1.557230, -4.916475], [-3.706203, -1.520298, -2.597782], [-3.041855, -0.350813, -1.454044], [-2.350393, -1.989649, -1.546983], [-3.342581, 0.059274, -4.504035], [-1.727356, 0.748543, -4.797092], [-2.653565, 1.266721, -3.388056], [0.260153, 0.013531, -3.274689]],
  "forces_ev_per_angstrom": [[0.4, -0.6, 0.4], [-0.1, 0.0, 0.1], [0.1, 0.0, -0.2], [-0.3, 0.1, 0.2], [0.2, 0.1, -0.1], [-0.1, 0.0, 0.0], [-0.1, 0.1, 0.0], [0.1, -0.1, 0.0], [-0.1, 0.2, 0.1], [0.1, 0.1, 0.0], [-0.1, 0.0, 0.0], [0.0, 0.0, 0.0], [0.0, 0.0, 0.0], [0.0, 0.0, 0.0], [0.0, -0.1, 0.0], [0.0, 0.0, 0.0], [0.0, 0.0, 0.0], [0.0, 0.0, 0.0], [0.0, 0.0, 0.0], [0.0, 0.0, 0.0], [0.0, 0.0, 0.0], [0.0, 0.0, 0.0], [0.0, 0.0, 0.0], [0.0, 0.0, 0.0], [0.0, 0.0, 0.0], [0.0, 0.0, 0.0], [0.0, 0.0, 0.0], [0.0, 0.0, 0.0], [0.0, 0.0, 0.0], [-0.2, -0.1, 0.4], [0.1, 0.0, -0.2], [-0.2, -0.2, 0.1], [0.0, 0.0, 0.0], [-0.3, 0.1, 0.0], [0.2, 0.1, -0.2], [0.0, -0.2, -0.3], [-0.1, -0.1, 0.0], [0.4, 0.1, 0.0], [0.0, -0.1, -0.1], [-0.1, -0.1, -0.1], [0.0, 0.0, 0.0], [0.0, 0.0, -0.1], [0.0, 0.0, 0.1], [0.0, 0.0, 0.0], [0.0, -0.1, 0.0], [0.1, -0.2, 0.1], [0.0, 0.0, 0.0], [0.0, 0.0, 0.0], [-0.3, 0.9, -0.4], [0.0, 0.0, 0.0], [0.0, 0.0, 0.0], [0.0, 0.0, 0.0], [0.0, 0.0, 0.0], [0.0, 0.0, 0.0], [0.0, 0.0, 0.0], [0.0, 0.0, 0.0], [0.0, 0.0, 0.0], [0.0, 0.0, 0.0], [0.1, -0.1, 0.1]]
}

=====

{
  "formula": "C17H32N4O5",
  "method": "the ωB97M-V functional and the def2-TZVPD basis",
  "lumo_energy_ev": 0.62,
  "charge": 0,
  "smiles": "CCCCNC(=O)N(O)[C@H]1N(CCCC)C(=O)N(CC(=O)OC)C1(C)C",
  "multiplicity": 1,
  "e_homo_ev": -9.05,
  "species": ["C", "C", "C", "C", "N", "C", "O", "N", "O", "C", "N", "C", "C", "C", "C", "C", "O", "N", "C", "C", "O", "O", "C", "C", "C", "C", "H", "H", "H", "H", "H", "H", "H", "H", "H", "H", "H", "H", "H", "H", "H", "H", "H", "H", "H", "H", "H", "H", "H", "H", "H", "H", "H", "H", "H", "H", "H", "H"],
  "xyz": [[-5.640445, 2.749961, 1.190251], [-4.331862, 2.547898, 0.437116], [-3.579329, 3.863704, 0.251558], [-2.286387, 3.683064, -0.545089], [-1.347420, 2.812501, 0.123221], [-1.163026, 1.534607, -0.274548], [-1.559734, 1.063007, -1.320899], [-0.472428, 0.745197, 0.643235], [0.171983, 1.394697, 1.705799], [0.165042, -0.470137, 0.176174], [1.553293, -0.243218, -0.132415], [2.000931, 0.664637, -1.161714], [1.585148, 0.197711, -2.554989], [2.196982, 1.079255, -3.640205], [1.757771, 0.638315, -5.030702], [2.367783, -0.700984, 0.873338], [3.548597, -0.467181, 0.999405], [1.588799, -1.425457, 1.735122], [2.174762, -2.203637, 2.786118], [2.475463, -3.649928, 2.404399], [2.266918, -4.594874, 3.119837], [3.020637, -3.729461, 1.193804], [3.375631, -5.026531, 0.736563], [0.227716, -1.593533, 1.242467], [-0.804038, -1.418259, 2.352646], [0.041664, -2.949888, 0.554453], [-6.159449, 1.802791, 1.314201], [-6.292844, 3.430069, 0.646876], [-5.453934, 3.170311, 2.176419], [-4.534454, 2.110859, -0.542399], [-3.703309, 1.843184, 0.986011], [-4.213623, 4.575382, -0.280068], [-3.344786, 4.291829, 1.230006], [-1.808289, 4.654760, -0.707748], [-2.498843, 3.223345, -1.512775], [-1.100121, 3.038011, 1.076125], [1.101932, 1.550392, 1.462427], [-0.412806, -0.762914, -0.705127], [3.090299, 0.700367, -1.074012], [1.604590, 1.676784, -0.990238], [0.496752, 0.234548, -2.635253], [1.906692, -0.836271, -2.694638], [1.890465, 2.114732, -3.475678], [3.286416, 1.039091, -3.570037], [2.195195, 1.279990, -5.791832], [0.674973, 0.687619, -5.118299], [2.071105, -0.385401, -5.222903], [3.134611, -1.728390, 3.020983], [1.539719, -2.200264, 3.674935], [2.479127, -5.589145, 0.466047], [4.008934, -4.880067, -0.134488], [3.911132, -5.569772, 1.517255], [-0.795799, -2.282923, 3.010862], [-0.595390, -0.524912, 2.933721], [-1.792505, -1.324242, 1.911954], [-0.951760, -3.008224, 0.117314], [0.783476, -3.076380, -0.230776], [0.148043, -3.756625, 1.276189]],
  "forces_ev_per_angstrom": [[0.2, -0.1, -0.1], [-0.1, 0.3, 0.1], [0.2, -0.4, -0.2], [-0.2, 0.2, -0.1], [0.1, 0.2, 0.4], [0.3, 0.3, 0.4], [-0.3, -0.2, -0.4], [0.1, -0.2, 0.1], [-0.2, 0.0, 0.0], [0.0, 0.0, 0.0], [-0.2, -0.1, 0.0], [0.1, -0.1, -0.2], [0.2, 0.3, 0.1], [-0.2, -0.2, 0.0], [0.1, 0.2, 0.2], [-0.1, 0.1, 0.1], [0.5, 0.0, 0.0], [0.0, 0.0, 0.1], [0.1, 0.0, -0.1], [-0.2, 0.1, 0.3], [0.0, 0.0, 0.0], [0.1, 0.4, -0.2], [0.1, -0.4, 0.1], [-0.3, -0.1, 0.0], [0.2, 0.1, -0.2], [0.1, 0.2, 0.0], [-0.1, 0.0, 0.1], [-0.1, 0.1, 0.0], [0.0, 0.1, 0.1], [0.1, -0.1, 0.0], [0.0, -0.1, -0.1], [0.0, 0.1, 0.0], [0.0, 0.1, 0.0], [-0.1, -0.1, -0.1], [0.0, 0.1, 0.0], [0.1, -0.1, -0.1], [-0.1, -0.1, -0.3], [0.1, 0.0, 0.2], [-0.1, 0.1, 0.0], [0.1, 0.0, 0.0], [0.0, -0.1, 0.0], [0.0, -0.1, 0.0], [0.1, 0.1, 0.0], [0.0, 0.1, 0.0], [0.0, 0.0, -0.1], [-0.1, 0.0, -0.1], [0.0, -0.1, -0.1], [-0.1, -0.1, 0.1], [0.1, -0.1, -0.1], [0.1, 0.0, 0.0], [0.0, 0.0, 0.0], [0.0, 0.0, -0.1], [0.0, -0.1, 0.1], [0.0, 0.1, 0.0], [-0.1, 0.0, 0.0], [-0.1, 0.0, 0.0], [0.0, -0.1, -0.1], [0.0, -0.1, 0.0]]
}

=====

Results for energy above the lowest of the compared OMol25 structures with the same formula, charge and spin: 505.6; 0.0; 19.3 (in kJ/mol, following the order of the records).